1.
This record from the Open Molecules 2025 dataset describes a structure of composition C29H34BN6O6PPtSe. The level of theory is wB97M-V/def2-TZVPD.

Structure (ORCA input):
```
! wB97M-V def2-TZVPD RIJCOSX def2/J DEFGRID3
* xyz 0 1
Pt 1.011 0.232 0.344
Se -0.891 1.583 -5.362
P -0.878 1.894 -1.467
O 1.308 2.206 0.752
O -1.669 1.245 -6.705
O 0.482 4.154 1.411
O 0.308 2.848 -5.684
O -1.926 2.867 -4.601
O 0.178 0.800 -1.417
N 2.564 -0.767 1.570
N -0.153 -1.393 2.956
N 0.781 -1.699 -0.198
N 0.083 -0.082 2.730
N 2.209 -1.901 2.227
N 0.335 -2.572 0.747
C 0.386 3.107 0.803
C 3.293 -3.841 3.370
C -2.513 1.128 -1.639
C -0.522 2.076 3.783
C 3.881 -0.672 1.589
C 3.323 -2.544 2.634
C 0.930 -1.650 -2.704
C -4.894 -0.310 -1.536
C -1.035 -1.557 3.968
C -3.856 -0.631 -0.671
C -2.671 0.080 -0.720
C -0.623 0.597 3.624
C -1.053 3.704 -3.877
C -1.370 -0.298 4.418
C 0.472 -2.209 -1.398
C 1.742 4.321 -3.347
C 4.413 -1.782 2.261
C 0.983 3.422 -2.488
C -4.740 0.720 -2.448
C -0.955 2.856 0.066
C -0.294 3.079 -2.714
C -0.878 -4.739 0.912
C -0.259 -3.615 0.152
C 4.572 0.465 0.914
C -1.539 -2.888 4.415
C -3.556 1.443 -2.502
C 1.253 4.717 -4.520
C -0.094 4.232 -4.945
C -0.206 -3.413 -1.217
B 0.751 -2.398 2.240
H 2.743 4.596 -3.045
H -1.153 -5.538 0.226
H 0.094 -1.571 -3.401
H 2.913 -4.647 2.740
H 5.576 0.599 1.312
H -3.965 -1.439 0.041
H -5.541 0.964 -3.134
H 5.451 -2.000 2.450
H -5.821 -0.867 -1.498
H -1.637 2.369 0.768
H 1.661 -2.334 -3.138
H 2.659 -3.784 4.254
H -1.781 -4.407 1.428
H -2.076 -2.780 5.355
H -3.453 2.236 -3.224
H 4.008 1.388 1.054
H -1.655 4.515 -3.450
H 0.688 -3.445 2.813
H 4.651 0.282 -0.160
H -0.727 -3.602 4.560
H 0.275 2.483 3.171
H 1.386 -0.674 -2.590
H -1.861 -0.184 -0.048
H -0.582 4.652 -5.816
H -0.198 -5.138 1.663
H -0.572 -4.070 -1.988
H 1.500 3.019 -1.622
H -2.042 -0.056 5.226
H -1.378 3.832 -0.175
H -2.227 -3.317 3.683
H 4.302 -4.102 3.685
H -1.454 2.582 3.521
H -0.305 2.318 4.824
H 1.839 5.303 -5.214
*
```

## Properties
Gap between HOMO and LUMO (eV): 6.9823
Largest force on an atom (eV/A): 3.1
ΔE to the lowest compared entry with this formula, charge and spin (kJ/mol): 0.0
HOMO (eV): -7.829
Lowest unoccupied orbital energy (eV): -0.85

2.
This record from the Open Molecules 2025 dataset describes a structure of composition C29H34Br2CeN8O. The level of theory is wB97M-V/def2-TZVPD.

Structure (ORCA input):
```
! wB97M-V def2-TZVPD RIJCOSX def2/J DEFGRID3
* xyz 3 2
Ce -0.160 -0.068 -0.331
Br -3.807 2.451 6.744
Br 0.607 -3.572 5.858
O 1.593 -1.039 -2.048
N 0.949 -2.536 -0.012
N -1.144 1.763 2.935
N -1.408 0.085 -2.709
N -2.423 1.344 -0.189
N 2.193 -3.142 -2.651
N -0.953 -0.991 2.137
N 0.744 1.595 -2.050
N 0.252 2.443 0.372
C 0.686 1.280 -3.348
C -2.226 2.790 0.089
C 1.551 -4.797 1.659
C -0.485 -2.344 1.915
C 1.598 1.791 -4.266
C -3.240 1.104 -1.398
C 1.203 -3.703 -0.488
C 1.103 -3.843 -1.992
C -0.812 3.299 -0.210
C 2.624 3.006 -2.474
C -0.418 0.333 -3.779
C 1.552 2.887 -0.170
C -0.085 -3.325 3.055
C -2.336 0.902 4.834
C 0.972 -2.353 1.417
C -0.659 -1.419 4.506
C -2.392 1.194 -2.663
C -1.499 2.986 3.333
C 2.348 -1.815 -2.662
C 1.306 -3.516 2.382
C -0.108 -2.643 4.378
C 3.472 -1.310 -3.514
C 2.592 2.650 -3.816
C -2.258 3.257 4.457
C -1.534 0.741 3.708
C 1.670 2.469 -1.624
C -2.716 2.184 5.218
C 1.558 -4.855 0.320
C -1.055 -0.614 3.376
H 0.039 -0.619 -4.068
H 2.146 -3.330 3.057
H 3.145 -0.424 -4.053
H 3.323 3.052 -4.501
H 2.887 -3.712 -3.115
H 2.371 2.450 0.412
H 1.133 -4.887 -2.298
H -2.688 0.055 5.397
H -0.718 -0.970 5.483
H 1.665 3.981 -0.113
H -2.495 4.271 4.734
H -0.906 0.745 -4.671
H -3.052 1.158 -3.538
H -4.055 1.834 -1.467
H -1.144 3.817 2.737
H -0.672 -4.245 3.113
H 0.151 -3.399 -2.322
H 0.245 2.595 1.387
H 1.768 -5.669 2.257
H 3.371 3.687 -2.099
H 3.817 -2.058 -4.221
H -1.932 -0.749 -2.993
H -0.743 4.318 0.188
H -3.680 0.102 -1.332
H -0.641 3.354 -1.289
H 1.791 -5.779 -0.190
H -2.441 2.967 1.142
H -1.849 2.144 -2.678
H 4.311 -1.013 -2.888
H -2.961 0.978 0.598
H 1.528 1.538 -5.313
H -1.162 -2.828 1.194
H -2.924 3.390 -0.506
H 1.515 -1.420 1.659
*
```

## Properties
Gap between HOMO and LUMO (spin up / spin down) (eV): 7.9961 / 8.0348
Largest force on an atom (eV/A): 1.3
Expectation value of S²: 0.7506
ΔE to the lowest compared entry with this formula, charge and spin (kJ/mol): 398.2
HOMO (spin up / spin down) (eV): -16.431 / -16.431
Lowest unoccupied orbital energy (spin up / spin down) (eV): -8.43 / -8.40